# 1
Computed, not measured: a molecular structure, C17H29CuN3OSeV in a non-equilibrium geometry, with the ωB97M-V functional and the def2-TZVPD basis.

Values from the calculation:
charge	+2
E_HOMO (spin up / spin down)	-0.5417 / -0.5414	Ha
energy above the lowest of the compared OMol25 structures with the same formula, charge and spin	28.31	kcal per mole
lowest unoccupied orbital energy (spin up / spin down)	-11.02 / -11.02	eV

Atoms and positions in Å:
N1 0.434 0.645 -1.947
C1 -0.929 2.338 -3.713
O1 -0.896 2.814 -4.761
Cu1 -0.695 2.122 -2.022
V1 -0.187 0.188 -0.476
N2 1.364 -0.051 0.543
N3 -0.791 -1.563 -0.574
C2 2.622 -0.674 0.135
C3 -1.232 -2.250 -1.777
C4 3.827 -0.181 0.919
C5 2.465 -2.189 0.267
C6 2.880 -0.392 -1.345
C7 -2.399 -1.450 -2.356
C8 -1.657 -3.677 -1.522
C9 -0.093 -2.280 -2.807
H1 3.938 0.905 0.831
H2 4.727 -0.643 0.491
H3 3.774 -0.486 1.967
H4 2.400 -2.474 1.324
H5 3.323 -2.696 -0.201
H6 1.532 -2.507 -0.227
H7 2.065 -0.781 -1.976
H8 3.812 -0.873 -1.683
H9 2.964 0.683 -1.558
H10 -3.234 -1.391 -1.640
H11 -2.738 -1.920 -3.291
H12 -2.023 -0.433 -2.562
H13 -2.575 -3.775 -0.940
H14 -0.862 -4.260 -1.060
H15 -1.848 -4.122 -2.497
H16 -0.456 -2.878 -3.664
H17 0.802 -2.779 -2.372
H18 0.128 -1.247 -3.147
C10 1.187 0.449 1.883
H19 0.421 1.244 1.912
H20 0.863 -0.370 2.537
H21 2.132 0.808 2.307
C11 -1.448 -1.932 0.677
H22 -1.358 -1.114 1.411
H23 -2.523 -2.146 0.528
H24 -1.009 -2.855 1.098
Se1 -2.144 1.711 0.048
C12 -1.790 2.817 1.612
C13 -0.784 3.785 1.496
C14 -0.594 4.717 2.516
C15 -1.348 4.663 3.691
C16 -2.307 3.645 3.841
C17 -2.502 2.703 2.820
H25 -0.172 3.823 0.600
H26 0.173 5.486 2.409
H27 -1.157 5.362 4.512
H28 -2.874 3.587 4.766
H29 -3.210 1.891 2.978

Atoms 1-6, force components in eV/Å:
N -0.91 -1.66 3.01
C -0.49 3.46 -7.03
O -0.16 -2.08 3.29
Cu -0.80 0.41 3.07
V 1.19 1.56 -0.59
N 0.25 -0.22 -0.41


# 2
Computed, not measured: a molecular structure, C4H5AlO2 in a non-equilibrium geometry, with the ωB97M-V functional and the def2-TZVPD basis.

Values from the calculation:
spin multiplicity	2
charge	+1
E_HOMO (spin up / spin down)	-0.4383 / -0.4378	Ha
energy above the lowest of the compared OMol25 structures with the same formula, charge and spin	23.85	kcal per mole
expectation value of S²	0.75
lowest unoccupied orbital energy (spin up / spin down)	-5.39 / -8.88	eV

Atoms and positions in Å:
O1 -3.227 0.296 0.070
C1 -1.945 0.371 0.490
C2 -1.291 -0.773 0.826
C3 0.175 -0.889 0.786
C4 0.925 -0.458 -0.256
O2 2.235 -0.474 -0.347
Al1 3.347 -0.563 0.623
H1 -1.419 1.234 0.073
H2 -1.838 -1.494 1.447
H3 0.684 -1.295 1.667
H4 0.398 -0.039 -1.131
H5 -3.328 -0.668 -0.258

Atoms 1-6, force components in eV/Å:
O -0.54 -1.86 -0.27
C 0.93 -1.76 -2.31
C 0.48 0.96 1.47
C 0.68 0.79 -0.49
C -5.29 0.16 -0.13
O -3.84 0.41 -5.16


# 3
Computed, not measured: a molecular structure, C3H10NS6 in a non-equilibrium geometry, with the ωB97M-V functional and the def2-TZVPD basis.

Values from the calculation:
charge	+1
E_HOMO (spin up / spin down)	-0.4102 / -0.3873	Ha
energy above the lowest of the compared OMol25 structures with the same formula, charge and spin	30.20	kcal per mole
lowest unoccupied orbital energy (spin up / spin down)	-4.14 / -7.51	eV

Atoms and positions in Å:
C1 1.084 0.239 -0.172
C2 -1.102 3.360 3.197
C3 -1.347 -3.014 -4.516
N1 0.252 0.018 1.004
S1 2.154 0.334 3.509
S2 -0.141 2.919 1.731
S3 0.187 -2.429 -3.744
S4 0.792 -0.781 2.408
S5 -1.008 1.018 1.457
S6 0.864 -3.846 -2.640
H1 1.807 -0.555 -0.188
H2 0.670 0.323 -1.172
H3 1.621 1.081 -0.197
H4 -2.127 3.071 3.006
H5 -1.085 4.457 3.297
H6 -0.873 2.879 4.246
H7 -1.632 -3.945 -4.029
H8 -1.270 -2.849 -5.559
H9 -2.118 -2.370 -4.313
H10 3.272 0.090 2.672

Atoms 1-6, force components in eV/Å:
C -0.66 -2.58 -0.61
C -0.36 -0.11 2.01
C 1.20 -0.61 0.97
N -0.80 0.65 0.02
S 0.65 -0.38 -1.60
S -0.39 -1.45 0.57